1.
{
  "formula": "C4H8ClNS",
  "method": "the ωB97M-V functional and the def2-TZVPD basis",
  "energy_ha": -1070.2809,
  "relative_energy_kcal_mol": 27.3,
  "e_homo_ha": -0.30770,
  "total_charge": 0,
  "homo_lumo_gap_ev": 8.563,
  "symbols": ["C", "C", "C", "C", "N", "S", "Cl", "H", "H", "H", "H", "H", "H", "H", "H"],
  "xyz": [[0.245, -0.865, -0.275], [0.796, 0.562, -0.035], [-1.904, 0.145, -0.769], [1.478, 0.497, 1.323], [-0.950, -0.788, -1.128], [-0.440, 1.881, -0.088], [-2.900, -0.295, 0.572], [0.947, -1.535, -0.845], [-0.192, -1.248, 0.688], [1.630, 0.792, -0.831], [-2.573, 0.434, -1.635], [0.688, 0.136, 2.125], [1.897, 1.367, 1.694], [2.251, -0.220, 1.370], [-0.973, -0.863, -2.169]],
  "nbo_charge": [-0.232, -0.394, -0.013, -0.600, -0.631, -0.028, -0.001, 0.229, 0.217, 0.210, 0.223, 0.199, 0.217, 0.203, 0.401]
}

2.
{
  "formula": "C28H48B3F2INO6Si",
  "method": "the ωB97M-V functional and the def2-TZVPD basis",
  "energy_ha": -2463.6996,
  "e_homo_ha": -0.05795,
  "total_charge": -1,
  "homo_lumo_gap_ev": 3.347,
  "symbols": ["C", "C", "O", "O", "C", "C", "C", "C", "C", "C", "B", "O", "B", "I", "O", "B", "C", "F", "F", "C", "C", "Si", "C", "C", "C", "C", "C", "C", "C", "C", "O", "H", "H", "H", "H", "H", "H", "H", "H", "H", "H", "H", "H", "H", "H", "H", "H", "H", "H", "H", "H", "H", "H", "H", "H", "H", "H", "H", "H", "H", "H", "C", "C", "C", "C", "C", "C", "N", "O", "C", "C", "C", "H", "H", "H", "H", "H", "H", "H", "H", "H", "H", "H", "H", "H", "H", "H", "H", "H", "H"],
  "xyz": [[0.427, 2.487, 2.058], [0.843, 1.394, 1.137], [1.879, 1.347, 0.530], [-0.075, 0.370, 1.014], [-0.931, 0.538, -0.117], [-1.959, -0.570, -0.078], [-1.435, -1.996, -0.374], [-0.028, -2.089, -0.964], [0.253, -3.440, -1.662], [1.558, -4.083, -1.163], [2.795, -3.204, -1.531], [3.898, -3.071, -0.687], [4.390, -1.780, -0.636], [4.718, -0.868, 1.244], [4.533, -1.096, -1.825], [3.440, -1.232, -2.651], [2.908, -0.004, -3.528], [1.550, 0.162, -3.331], [3.496, 1.155, -3.072], [3.205, -0.149, -5.015], [2.233, 0.645, -5.912], [0.715, -0.285, -6.542], [0.307, 0.457, -8.222], [-0.775, -0.003, -5.449], [1.026, -2.124, -6.783], [0.898, -2.709, -8.047], [1.124, -4.069, -8.241], [1.482, -4.881, -7.171], [1.591, -4.327, -5.901], [1.364, -2.969, -5.716], [2.805, -2.453, -2.709], [0.939, 3.398, 1.752], [0.689, 2.287, 3.103], [-0.646, 2.659, 2.056], [-0.338, 0.551, -1.033], [-1.442, 1.506, -0.051], [-2.802, -0.315, -0.722], [-2.356, -0.561, 0.940], [-1.463, -2.599, 0.535], [-2.114, -2.480, -1.082], [0.710, -1.966, -0.167], [0.126, -1.299, -1.698], [-0.571, -4.130, -1.464], [0.293, -3.296, -2.742], [1.664, -5.070, -1.631], [1.516, -4.226, -0.083], [4.214, 0.251, -5.143], [3.260, -1.202, -5.291], [2.792, 0.970, -6.791], [1.889, 1.530, -5.374], [1.131, 0.246, -8.909], [-0.599, 0.027, -8.649], [0.207, 1.539, -8.141], [-0.921, 1.078, -5.372], [-1.673, -0.417, -5.909], [-0.654, -0.383, -4.436], [0.623, -2.118, -8.911], [1.025, -4.490, -9.234], [1.674, -5.934, -7.322], [1.862, -4.946, -5.055], [1.458, -2.563, -4.716], [-3.852, 2.838, 5.136], [-2.700, 3.348, 6.025], [-3.157, 3.309, 7.492], [-3.237, 1.905, 8.100], [-2.229, 0.932, 7.467], [-1.034, 1.618, 6.796], [-1.523, 2.507, 5.764], [-0.473, 3.170, 5.106], [-0.208, 0.532, 6.103], [-0.132, 2.287, 7.853], [-2.439, 4.807, 5.669], [-3.543, 2.884, 4.090], [-4.763, 3.440, 5.257], [-4.093, 1.799, 5.371], [-2.463, 3.911, 8.083], [-4.127, 3.811, 7.579], [-3.051, 1.981, 9.176], [-4.248, 1.501, 8.002], [-1.870, 0.231, 8.228], [-2.729, 0.323, 6.708], [-0.791, 0.083, 5.297], [0.074, -0.253, 6.816], [0.698, 0.961, 5.676], [0.233, 1.549, 8.576], [-0.654, 3.067, 8.409], [0.725, 2.742, 7.356], [-3.352, 5.388, 5.848], [-2.154, 4.909, 4.625], [-1.634, 5.220, 6.276]],
  "lowdin_charge": [0.022, -0.512, 0.085, -0.041, -0.208, -0.155, -0.178, -0.191, -0.191, -0.055, -0.516, 0.210, -1.066, 1.000, 0.250, -0.443, -0.380, 0.063, 0.083, -0.131, -0.209, 0.585, -0.189, -0.165, -0.231, -0.099, -0.092, -0.092, -0.076, -0.093, 0.294, 0.090, 0.083, 0.085, 0.109, 0.129, 0.109, 0.117, 0.115, 0.103, 0.123, 0.095, 0.107, 0.097, 0.116, 0.121, 0.129, 0.102, 0.079, 0.088, 0.030, 0.032, 0.033, 0.038, 0.033, 0.017, 0.086, 0.097, 0.098, 0.103, 0.082, -0.049, -0.538, -0.165, -0.185, -0.155, -0.562, -0.204, -0.312, -0.063, -0.041, -0.075, 0.073, 0.068, 0.064, 0.094, 0.105, 0.096, 0.095, 0.105, 0.103, 0.076, 0.070, 0.065, 0.070, 0.061, 0.066, 0.072, 0.067, 0.074]
}

3.
{
  "formula": "C20H23BrN2SbTi",
  "method": "the ωB97M-V functional and the def2-TZVPD basis",
  "energy_ha": -4548.9763,
  "relative_energy_kcal_mol": 5.2,
  "e_homo_ha": -0.42517,
  "total_charge": 1,
  "homo_lumo_gap_ev": 7.573,
  "symbols": ["Ti", "C", "C", "C", "C", "N", "C", "C", "C", "C", "C", "C", "C", "H", "H", "H", "H", "H", "H", "H", "H", "C", "C", "C", "C", "C", "Br", "N", "C", "H", "H", "H", "H", "H", "H", "C", "Sb", "C", "C", "H", "H", "H", "H", "H", "H", "H", "H", "H"],
  "xyz": [[-0.559, 0.583, -0.168], [-4.258, -0.495, 1.690], [-4.842, -1.313, 0.728], [-4.173, -1.576, -0.448], [-2.913, -1.024, -0.666], [-2.358, -0.239, 0.283], [-3.016, 0.023, 1.429], [-2.101, -1.217, -1.883], [-2.581, -1.968, -2.953], [-1.815, -2.113, -4.095], [-0.569, -1.506, -4.166], [-0.092, -0.772, -3.091], [-0.828, -0.595, -1.917], [-4.756, -0.260, 2.619], [-5.821, -1.741, 0.900], [-4.622, -2.205, -1.201], [-2.517, 0.679, 2.130], [-3.552, -2.443, -2.917], [-2.189, -2.696, -4.926], [0.030, -1.611, -5.062], [0.886, -0.319, -3.194], [1.839, -1.291, 4.706], [1.221, -0.402, 3.665], [0.963, 0.960, 3.908], [0.400, 1.770, 2.944], [0.069, 1.205, 1.711], [-1.369, 2.693, -1.003], [0.332, -0.085, 1.511], [0.885, -0.897, 2.423], [2.043, -0.740, 5.622], [2.779, -1.713, 4.350], [1.177, -2.122, 4.951], [1.221, 1.372, 4.877], [0.210, 2.817, 3.137], [1.054, -1.931, 2.146], [2.168, 2.853, -2.493], [2.110, 1.259, -1.103], [3.399, 2.041, 0.392], [3.500, -0.057, -2.027], [3.209, 3.072, -2.730], [1.690, 3.727, -2.057], [1.632, 2.573, -3.398], [4.322, 2.360, -0.089], [3.622, 1.278, 1.136], [2.929, 2.892, 0.883], [4.440, 0.482, -2.130], [3.150, -0.363, -3.009], [3.653, -0.943, -1.413]],
  "nbo_charge": [1.230, -0.254, -0.097, -0.227, 0.247, -0.552, 0.092, -0.029, -0.192, -0.189, -0.186, -0.183, -0.452, 0.245, 0.239, 0.237, 0.227, 0.212, 0.228, 0.225, 0.191, -0.640, -0.019, -0.135, -0.223, -0.097, -0.241, -0.529, 0.041, 0.232, 0.238, 0.239, 0.232, 0.237, 0.216, -0.970, 1.185, -0.977, -0.972, 0.238, 0.250, 0.246, 0.242, 0.235, 0.242, 0.240, 0.239, 0.240]
}

4.
{
  "formula": "C21H65N9O13",
  "method": "the ωB97M-V functional and the def2-TZVPD basis",
  "energy_ha": -2309.9150,
  "relative_energy_kcal_mol": 56.4,
  "e_homo_ha": -0.28765,
  "total_charge": 0,
  "homo_lumo_gap_ev": 7.745,
  "smiles": "COCCNCCOC.COCCNCCOC.COCCNCCOC.NC(N)=O.NC(N)=O.NC(N)=O.O.O.O.O",
  "symbols": ["C", "O", "C", "C", "N", "C", "C", "O", "C", "H", "H", "H", "H", "H", "H", "H", "H", "H", "H", "H", "H", "H", "H", "H", "C", "O", "C", "C", "N", "C", "C", "O", "C", "H", "H", "H", "H", "H", "H", "H", "H", "H", "H", "H", "H", "H", "H", "H", "C", "O", "C", "C", "N", "C", "C", "O", "C", "H", "H", "H", "H", "H", "H", "H", "H", "H", "H", "H", "H", "H", "H", "H", "N", "C", "N", "O", "H", "H", "H", "H", "N", "C", "N", "O", "H", "H", "H", "H", "N", "C", "N", "O", "H", "H", "H", "H", "O", "H", "H", "O", "H", "H", "O", "H", "H", "O", "H", "H"],
  "xyz": [[1.242, -2.933, 6.233], [0.979, -1.495, 6.284], [1.598, -0.760, 7.337], [3.152, -0.582, 7.053], [3.312, 0.035, 5.716], [4.675, -0.279, 5.338], [4.922, 0.284, 3.899], [4.034, -0.410, 2.905], [4.016, 0.399, 1.729], [0.608, -3.336, 5.443], [1.034, -3.355, 7.216], [2.301, -3.058, 6.006], [1.534, -1.242, 8.312], [1.113, 0.207, 7.468], [3.591, -1.559, 7.257], [3.640, 0.054, 7.792], [2.827, -0.652, 5.157], [4.939, -1.336, 5.351], [5.409, 0.170, 6.007], [5.961, 0.061, 3.660], [4.780, 1.365, 3.908], [3.416, -0.183, 1.030], [5.058, 0.422, 1.410], [3.614, 1.388, 1.946], [3.901, 1.264, -1.970], [3.444, 2.335, -2.863], [2.077, 2.516, -2.747], [1.694, 3.887, -3.430], [2.083, 3.714, -4.844], [1.957, 4.915, -5.673], [1.769, 4.683, -7.190], [2.111, 5.852, -7.871], [3.498, 6.137, -8.110], [3.594, 1.531, -0.959], [4.969, 1.052, -1.919], [3.389, 0.331, -2.203], [1.759, 2.658, -1.714], [1.612, 1.626, -3.172], [2.316, 4.649, -2.961], [0.619, 4.027, -3.325], [3.073, 3.533, -4.759], [2.787, 5.586, -5.451], [1.082, 5.498, -5.384], [0.740, 4.396, -7.406], [2.399, 3.881, -7.573], [4.215, 6.059, -7.293], [3.665, 7.080, -8.632], [3.881, 5.445, -8.860], [-9.992, 0.570, 1.926], [-9.254, -0.617, 1.951], [-9.476, -1.395, 0.823], [-8.289, -2.286, 0.534], [-7.137, -1.404, 0.395], [-5.950, -2.164, 0.060], [-4.741, -1.307, -0.318], [-4.211, -0.739, 0.859], [-2.857, -0.579, 0.718], [-10.075, 1.116, 0.986], [-9.602, 1.247, 2.686], [-10.984, 0.238, 2.232], [-9.628, -0.867, -0.119], [-10.389, -1.977, 0.951], [-8.276, -2.781, -0.438], [-7.989, -2.907, 1.378], [-7.092, -0.694, 1.112], [-6.188, -2.798, -0.794], [-5.680, -2.815, 0.893], [-4.992, -0.678, -1.172], [-4.093, -2.070, -0.750], [-2.379, -1.557, 0.768], [-2.486, -0.060, 1.603], [-2.430, -0.069, -0.146], [-0.460, -4.542, -1.782], [-0.998, -3.759, -2.655], [-0.163, -2.866, -3.038], [-2.092, -3.848, -3.169], [-0.994, -5.306, -1.392], [0.448, -4.245, -1.455], [-0.595, -2.095, -3.528], [0.686, -2.677, -2.524], [0.311, -0.172, 2.496], [-0.180, 0.749, 3.268], [0.001, 0.471, 4.525], [-0.773, 1.741, 2.913], [0.812, -0.927, 2.942], [0.218, -0.117, 1.492], [0.476, -0.339, 4.896], [-0.148, 1.215, 5.192], [3.302, -3.088, -1.965], [2.677, -3.026, -0.847], [3.029, -3.999, -0.125], [1.914, -2.093, -0.615], [3.969, -3.791, -2.249], [3.117, -2.355, -2.636], [3.788, -4.632, -0.334], [2.472, -4.268, 0.672], [1.939, -1.307, -4.061], [2.578, -0.602, -4.164], [1.091, -0.865, -4.066], [-0.580, 0.072, -3.551], [-1.505, 0.113, -3.305], [-0.481, 0.745, -4.224], [-0.449, 2.658, 0.471], [-0.192, 1.879, -0.022], [-0.756, 2.320, 1.312], [0.314, 0.145, -0.649], [0.044, 0.080, -1.565], [0.980, -0.535, -0.546]],
  "lowdin_charge": [-0.038, -0.266, -0.184, -0.206, -0.027, -0.236, -0.162, -0.218, -0.122, 0.094, 0.090, 0.078, 0.111, 0.118, 0.100, 0.116, 0.077, 0.113, 0.118, 0.110, 0.116, 0.072, 0.083, 0.095, -0.050, -0.193, -0.248, -0.160, -0.074, -0.205, -0.223, -0.195, -0.100, 0.075, 0.089, 0.061, 0.115, 0.095, 0.119, 0.120, 0.092, 0.111, 0.117, 0.121, 0.113, 0.079, 0.085, 0.076, -0.111, -0.175, -0.261, -0.202, -0.087, -0.219, -0.226, -0.146, -0.148, 0.090, 0.090, 0.086, 0.120, 0.119, 0.120, 0.117, 0.113, 0.116, 0.118, 0.125, 0.109, 0.088, 0.082, 0.080, 0.185, -0.813, 0.174, 0.035, 0.125, 0.086, 0.089, 0.066, 0.211, -0.758, 0.185, 0.038, 0.113, 0.083, 0.060, 0.123, 0.189, -0.802, 0.193, 0.016, 0.128, 0.087, 0.130, 0.134, -0.044, 0.041, -0.005, -0.040, 0.078, 0.071, -0.087, -0.041, -0.042, -0.057, 0.009, -0.009]
}